Entry from the Open Molecules 2025 dataset: a cluster of 2 separate species, C7H17NSi in total in a non-equilibrium geometry (wB97M-V/def2-TZVPD).

Results
total charge = 0
total energy = -620.9675 Ha
highest occupied orbital energy (spin up / spin down) = -9.14 / -8.54 eV
energy above the lowest of the compared OMol25 structures with the same formula, charge and spin = 130.4 kcal/mol
largest force on an atom = 4.69 eV/A
LUMO energy (spin up / spin down) = -0.001 / -0.014 Ha

CARTESIAN COORDINATES (ANGSTROEM)
C 2.556 0.179 -0.324
C 1.782 0.077 0.708
C 4.028 -0.267 -0.141
C -0.547 2.246 -0.522
C -3.261 -0.067 0.264
C -0.980 -1.309 1.732
C -0.865 -1.009 -1.528
N -0.543 1.160 0.507
Si -1.284 -0.323 0.149
H 2.199 0.325 -1.402
H 2.130 0.098 1.810
H 4.598 0.548 -0.380
H 4.045 -0.466 0.991
H 4.033 -1.071 -0.812
H -1.476 2.745 -0.478
H 0.250 2.962 -0.218
H -0.262 1.959 -1.612
H -3.450 0.580 -0.682
H -3.953 -0.857 0.375
H -3.388 0.559 1.133
H -1.881 -1.832 1.927
H -0.339 -2.187 1.604
H -0.783 -0.708 2.685
H 0.073 -0.938 -1.975
H -1.227 -2.024 -1.713
H -1.457 -0.379 -2.098

Let us look at the Mulliken charges, expressed in e, one per atom: 0.305 -0.497 -1.095 -0.858 -1.149 -1.222 -1.099 -0.248 0.500 0.273 0.199 0.314 0.295 0.304 0.359 0.296 0.238 0.240 0.399 0.311 0.443 0.348 0.288 0.339 0.376 0.339

Entry from the Open Molecules 2025 dataset: a cluster of 4 separate species, C3H15NO3 in total in a non-equilibrium geometry (wB97M-V/def2-TZVPD).

Results
SMILES = CCNC.O.O.O
total charge = 0
total energy = -403.7282 Ha
highest occupied orbital energy = -9.15 eV
energy above the lowest of the compared OMol25 structures with the same formula, charge and spin = 37.1 kcal/mol
largest force on an atom = 1.88 eV/A
LUMO energy = 0.020 Ha

CARTESIAN COORDINATES (ANGSTROEM)
C 2.521 -0.514 -1.717
C 1.423 0.497 -1.320
N 0.795 0.301 -0.028
C 1.800 0.391 1.061
H 2.339 -1.093 -2.618
H 2.609 -1.313 -0.973
H 3.488 -0.014 -1.754
H 0.592 0.619 -2.031
H 1.886 1.480 -1.464
H 0.490 -0.659 0.105
H 2.560 1.159 0.843
H 1.354 0.739 2.000
H 2.375 -0.534 1.191
O -3.988 -0.854 1.147
H -3.889 0.029 1.447
H -3.627 -0.940 0.258
O -5.447 -3.443 1.904
H -5.004 -2.639 1.574
H -6.268 -3.346 1.407
O 3.752 3.646 -1.297
H 3.943 3.882 -0.391
H 2.818 3.787 -1.350

Let us look at the Mulliken charges, expressed in e, one per atom: -0.957 -0.065 -0.434 -0.750 0.323 0.282 0.273 0.381 -0.074 0.265 0.211 0.286 0.277 -0.663 0.312 0.318 -0.628 0.343 0.317 -0.636 0.309 0.309